1 | Molecular formula: C2H3O2S2
Method: DFT, ωB97M-V/def2-TZVPD

The geometry in XYZ format:
```
9
C2H3O2S2 (ωB97M-V/def2-TZVPD)
C 0.431 0.400 -0.433
C -0.485 -0.781 0.026
O 0.002 1.415 -0.981
O 1.690 -0.153 -0.443
S -1.374 0.361 1.777
S 0.196 -2.326 0.492
H -1.304 -0.677 -0.577
H 2.378 0.502 -0.773
H -1.534 1.258 0.913
```

LUMO = 3.5 eV
HOMO energy = -0.119 Ha
charge = -1

From a Mulliken analysis of the wavefunction, the atomic charges in e read: C 0.5190; C -0.4282; O -0.5888; O -0.4042; S -0.3587; S -0.4567; H 0.3352; H 0.3169; H 0.0655

=====

2 | Molecular formula: C2H3O2S2
Method: DFT, ωB97M-V/def2-TZVPD

The geometry in XYZ format:
```
9
C2H3O2S2 (ωB97M-V/def2-TZVPD)
C 1.594 -0.169 0.004
C 0.375 0.530 0.274
O -2.200 -1.008 -1.290
O -2.841 -0.617 1.034
S 1.541 1.408 -0.834
S -2.398 -0.011 -0.235
H 2.333 -0.461 0.667
H 1.336 -0.797 -0.746
H 0.262 1.125 1.125
```

LUMO = 3.6 eV
HOMO energy = -0.095 Ha
charge = -1

From a Mulliken analysis of the wavefunction, the atomic charges in e read: C -0.4205; C -0.5793; O -0.4767; O -0.5028; S -0.3389; S 0.5744; H 0.3289; H 0.1498; H 0.2651

=====

Q: Which of them is the least stable? A: 2.

=====

1 | Molecular formula: C4H4OS
Method: DFT, ωB97M-V/def2-TZVPD

The geometry in XYZ format:
```
10
C4H4OS (ωB97M-V/def2-TZVPD)
C 0.525 0.710 -0.145
C 1.136 -0.538 0.198
C -0.785 1.025 -0.037
C 1.150 -1.706 -0.357
O -3.152 0.382 -0.214
S -1.896 -0.233 0.145
H 1.296 1.511 -0.242
H 1.679 -0.355 1.059
H -1.468 1.876 -0.266
H 1.515 -2.672 -0.142
```

LUMO (spin up / spin down) = -0.6 / -0.9 eV
HOMO energy (spin up / spin down) = -0.297 / -0.344 Ha
charge = 0

From a Mulliken analysis of the wavefunction, the atomic charges in e read: C -0.4269; C -0.2562; C -0.1143; C -0.3808; O -0.4903; S 0.3520; H 0.2828; H 0.3450; H 0.3705; H 0.3181

=====

2 | Molecular formula: C4H4OS
Method: DFT, ωB97M-V/def2-TZVPD

The geometry in XYZ format:
```
10
C4H4OS (ωB97M-V/def2-TZVPD)
C -0.789 -1.393 -1.066
C -0.305 -0.230 -0.630
C 0.370 -0.046 0.640
C 0.723 1.448 0.978
H -1.287 -1.637 -2.001
H -0.629 -2.239 -0.390
H -0.314 0.744 -1.173
H 0.958 1.502 2.084
O 0.552 -0.889 1.524
S 0.721 2.741 0.034
```

LUMO = -1.5 eV
structure (SMILES) = C=CC(=O)C=S
HOMO energy = -0.337 Ha
charge = 0

From a Mulliken analysis of the wavefunction, the atomic charges in e read: C -0.6215; C -0.2360; C 0.8470; C -0.2387; H 0.2875; H 0.2445; H 0.1770; H 0.3016; O -0.5412; S -0.2203

=====

3 | Molecular formula: C4H4OS
Method: DFT, ωB97M-V/def2-TZVPD

The geometry in XYZ format:
```
10
C4H4OS (ωB97M-V/def2-TZVPD)
C 0.647 0.445 -0.012
C 2.211 0.711 -0.103
C -0.406 1.218 0.089
C 0.918 -1.103 -0.113
O 2.829 1.732 -0.032
S 2.745 -0.968 0.067
H -1.319 0.699 0.127
H -0.166 2.345 0.108
H 0.434 -1.593 0.726
H 0.649 -1.789 -1.019
```

LUMO = 0.1 eV
structure (SMILES) = C=C1CSC1=O
HOMO energy = -0.357 Ha
charge = 0

From a Mulliken analysis of the wavefunction, the atomic charges in e read: C 0.1939; C 0.4050; C -0.6861; C -0.4155; O -0.5139; S -0.1342; H 0.3312; H 0.2480; H 0.2881; H 0.2834

=====

Q: Which of them is the least stable? A: 1.

=====

1 | Molecular formula: C7H15NO
Method: DFT, ωB97M-V/def2-TZVPD

The geometry in XYZ format:
```
24
C7H15NO (ωB97M-V/def2-TZVPD)
C -1.427 0.836 0.813
C -1.066 -0.668 1.063
C -1.697 -1.445 -0.075
C -1.914 -0.362 -1.324
C -1.351 1.027 -0.762
C 2.358 -0.226 -0.424
C 2.126 1.186 -0.197
H -2.470 0.946 1.033
H -0.994 1.567 1.384
H -1.562 -0.769 2.158
H -0.066 -1.014 1.468
H -2.672 -2.082 0.151
H -0.963 -2.402 -0.115
H -2.930 -0.321 -1.573
H -1.098 -0.778 -2.145
H -1.792 1.945 -1.206
H -0.198 1.294 -0.840
H 2.978 -1.802 0.613
H 3.339 -0.212 1.410
H 2.447 1.674 -1.129
H 2.754 1.703 0.591
H 1.091 1.497 0.030
N 3.306 -0.733 0.416
O 1.802 -0.861 -1.340
```

LUMO = 0.6 eV
structure (SMILES) = C1CCCC1.CC(N)=O
HOMO energy = -0.365 Ha
charge = 0

From a Mulliken analysis of the wavefunction, the atomic charges in e read: C -1.2457; C -0.2176; C -0.5743; C -0.6439; C -0.2352; C 0.6129; C -0.7511; H 0.4109; H 0.5646; H 0.2441; H 0.2763; H 0.2651; H 0.1978; H 0.4098; H 0.2253; H 0.4014; H -0.1422; H 0.3204; H 0.3147; H 0.2436; H 0.3918; H 0.1170; N -0.5946; O -0.5911

=====

2 | Molecular formula: C7H15NO
Method: DFT, ωB97M-V/def2-TZVPD

The geometry in XYZ format:
```
24
C7H15NO (ωB97M-V/def2-TZVPD)
C 1.353 0.204 -0.824
C -1.490 0.561 -1.621
C 2.388 -0.643 -0.103
C -0.860 -0.541 -0.810
N 1.388 1.622 -0.583
O -0.890 -1.723 -1.112
H 1.376 0.010 -1.896
H 1.999 2.135 -1.203
H 1.574 1.837 0.388
H -0.999 1.511 -1.416
H -2.550 0.652 -1.391
H -1.383 0.312 -2.677
H 2.323 -0.484 0.976
H 2.180 -1.695 -0.298
H 3.402 -0.381 -0.411
C -1.093 -1.491 1.707
C -1.106 -0.222 0.920
C -1.479 0.960 1.404
H 0.302 -0.098 -0.008
H -1.699 -2.247 1.207
H -0.079 -1.895 1.761
H -1.441 -1.330 2.728
H -1.525 1.854 0.802
H -1.690 1.093 2.461
```

LUMO = 0.9 eV
HOMO energy = -0.305 Ha
charge = 0

From a Mulliken analysis of the wavefunction, the atomic charges in e read: C 0.0696; C -1.4651; C -1.3500; C 1.1762; N -0.4872; O -0.6607; H 0.4718; H 0.2220; H 0.2123; H 0.3984; H 0.3852; H 0.3640; H 0.3051; H 0.3176; H 0.4182; C -1.3123; C 0.7078; C -1.0376; H -0.2447; H 0.2857; H 0.2639; H 0.4026; H 0.2663; H 0.2910

=====

Q: Which of them is the least stable? A: 2.

=====

1 | Molecular formula: C2HCl2O3
Method: DFT, ωB97M-V/def2-TZVPD

The geometry in XYZ format:
```
8
C2HCl2O3 (ωB97M-V/def2-TZVPD)
C -1.498 -1.871 -2.946
C -0.613 -0.593 1.253
O -2.404 -2.467 -2.615
O -0.541 -1.252 -3.205
O -0.448 0.731 1.625
Cl -2.502 -0.950 0.765
Cl -0.008 -0.806 -0.451
H -0.549 1.464 0.988
```

LUMO = 3.3 eV
HOMO energy = -0.108 Ha
charge = -1

From a Mulliken analysis of the wavefunction, the atomic charges in e read: C 0.7088; C -0.2584; O -0.3153; O -0.4203; O -0.2874; Cl -0.3991; Cl -0.2680; H 0.2397

=====

2 | Molecular formula: C2HCl2O3
Method: DFT, ωB97M-V/def2-TZVPD

The geometry in XYZ format:
```
8
C2HCl2O3 (ωB97M-V/def2-TZVPD)
C 0.596 0.564 0.895
C -0.211 -2.662 -0.173
O 1.317 0.364 -0.138
O 0.466 2.037 1.179
O -0.160 -0.162 1.503
Cl 1.249 -1.993 -0.422
Cl -0.390 -3.242 1.485
H -0.140 2.292 1.965
```

LUMO = 3.5 eV
HOMO energy = -0.180 Ha
charge = -1

From a Mulliken analysis of the wavefunction, the atomic charges in e read: C 0.6937; C -0.0738; O -0.7167; O -0.5509; O -0.5929; Cl 0.0882; Cl -0.1301; H 0.2825

=====

Q: Which of them is the least stable? A: 2.

=====

1 | Molecular formula: C4H9Cl
Method: DFT, ωB97M-V/def2-TZVPD

The geometry in XYZ format:
```
14
C4H9Cl (ωB97M-V/def2-TZVPD)
C 1.689 -0.160 1.116
C 0.385 -0.989 1.053
C 0.052 -0.555 -0.390
C -1.120 -1.051 -1.251
H 2.422 -0.589 1.978
H 2.164 -0.152 -0.037
H 1.539 0.949 1.126
H -0.537 -0.783 1.723
H 0.708 -2.000 1.254
H 1.026 -0.500 -0.833
H -2.028 -1.297 -0.918
H -0.669 -1.931 -1.997
H -1.412 -0.345 -2.154
Cl -0.544 1.363 -0.195
```

LUMO = 1.0 eV
structure (SMILES) = CC[C@@H](C)Cl
HOMO energy = -0.373 Ha
charge = 0

From a Mulliken analysis of the wavefunction, the atomic charges in e read: C -0.9472; C -0.2029; C 0.0066; C -1.1798; H 0.2688; H 0.2276; H 0.3485; H 0.2520; H 0.3007; H 0.2416; H 0.4104; H 0.2375; H 0.3076; Cl -0.2715

=====

2 | Molecular formula: C4H9Cl
Method: DFT, ωB97M-V/def2-TZVPD

The geometry in XYZ format:
```
14
C4H9Cl (ωB97M-V/def2-TZVPD)
Cl -2.266 -0.089 -1.683
C 1.924 0.030 0.177
C -1.933 -0.079 0.058
C 0.520 0.558 -0.279
C -0.532 -0.460 0.125
H 2.160 -0.969 -0.333
H 2.771 0.813 -0.070
H 1.967 -0.062 1.297
H -2.604 -0.806 0.470
H -2.190 0.813 0.607
H 0.562 0.806 -1.316
H 0.246 1.471 0.344
H -0.282 -0.745 1.156
H -0.343 -1.281 -0.552
```

LUMO = 1.1 eV
structure (SMILES) = CCCCCl
HOMO energy = -0.390 Ha
charge = 0

From a Mulliken analysis of the wavefunction, the atomic charges in e read: Cl -0.2140; C -1.0716; C -0.4842; C -0.2837; C -0.7839; H 0.2820; H 0.2963; H 0.3026; H 0.3140; H 0.3584; H 0.3526; H 0.2458; H 0.3225; H 0.3631

=====

Q: Which of them is the least stable? A: 1.

=====

1 | Molecular formula: C3H14NO3
Method: DFT, ωB97M-V/def2-TZVPD

The geometry in XYZ format:
```
21
C3H14NO3 (ωB97M-V/def2-TZVPD)
C -0.919 -0.862 1.913
C -1.282 0.109 0.862
C -2.441 0.740 0.764
N -0.333 0.234 -0.273
H -1.785 -1.225 2.452
H -0.389 -1.725 1.496
H -0.161 -0.463 2.602
H -2.866 1.285 -0.069
H -3.146 0.706 1.587
H -0.277 1.188 -0.614
H -0.636 -0.238 -1.131
H 0.602 0.104 0.137
H 2.880 -1.101 -0.856
H 2.460 -2.375 -0.180
O 2.473 -1.433 -0.037
H 2.833 2.002 -0.085
H 2.196 2.153 1.341
O 2.140 1.669 0.516
H -0.029 0.401 -3.728
H -1.005 -0.845 -3.567
O -0.317 -0.324 -3.128
```

LUMO = -3.0 eV
HOMO energy = -0.515 Ha
charge = +1

From a Mulliken analysis of the wavefunction, the atomic charges in e read: C -1.2738; C 0.6975; C -0.9325; N -0.0978; H 0.4121; H 0.3262; H 0.3073; H 0.2866; H 0.2808; H 0.4207; H 0.3789; H 0.1901; H 0.3179; H 0.3028; O -0.6087; H 0.2981; H 0.2995; O -0.5841; H 0.3253; H 0.3255; O -0.6724

=====

2 | Molecular formula: C3H14NO3
Method: DFT, ωB97M-V/def2-TZVPD

The geometry in XYZ format:
```
21
C3H14NO3 (ωB97M-V/def2-TZVPD)
C -2.120 0.615 1.112
C -1.092 0.765 0.050
C -1.118 1.660 -0.903
N 0.000 -0.218 0.108
H -2.447 1.546 1.556
H -3.080 0.222 0.739
H -1.950 -0.120 1.896
H -0.382 1.901 -1.663
H -1.904 2.374 -0.977
H 0.203 -0.598 1.034
H 0.939 0.119 -0.109
H -0.229 -0.998 -0.510
H -1.979 -2.892 -1.564
H -0.585 -3.507 -1.435
O -1.042 -2.670 -1.587
H 3.013 -0.725 1.443
H 2.179 -0.665 2.772
O 2.126 -0.715 1.814
H 2.817 1.891 -0.879
H 3.696 1.041 -1.757
O 2.955 0.972 -1.141
```

LUMO = -2.8 eV
HOMO energy = -0.518 Ha
charge = +1

From a Mulliken analysis of the wavefunction, the atomic charges in e read: C -1.2375; C 0.7001; C -0.9864; N -0.0663; H 0.3461; H 0.3085; H 0.3447; H 0.3075; H 0.3096; H 0.4381; H 0.2563; H 0.3165; H 0.3288; H 0.3302; O -0.6846; H 0.3081; H 0.3103; O -0.6250; H 0.3250; H 0.3157; O -0.6456

=====

3 | Molecular formula: C3H14NO3
Method: DFT, ωB97M-V/def2-TZVPD

The geometry in XYZ format:
```
21
C3H14NO3 (ωB97M-V/def2-TZVPD)
C 1.242 1.298 -1.107
C 1.112 -0.182 -0.931
C 1.710 -1.251 -1.546
N -0.043 -0.666 -0.090
H 1.663 1.857 -0.197
H 1.837 1.415 -1.930
H 0.241 1.902 -1.140
H 1.548 -2.231 -1.212
H 2.393 -1.163 -2.271
H -0.090 -1.671 0.182
H -0.946 -0.572 -0.600
H 0.197 -0.226 0.742
H -1.225 2.129 1.923
H -2.138 0.901 2.190
O -1.431 1.198 1.594
H 0.815 1.160 2.977
H 0.511 -0.242 2.563
O 1.066 0.401 2.502
H -2.968 -1.508 -0.727
H -2.551 -1.324 -2.252
O -2.556 -0.968 -1.360
```

LUMO = -3.2 eV
HOMO energy = -0.509 Ha
charge = +1

From a Mulliken analysis of the wavefunction, the atomic charges in e read: C -1.0717; C 0.7389; C -1.0274; N -0.0084; H 0.2547; H 0.4157; H 0.2830; H 0.2494; H 0.3486; H 0.4036; H 0.4003; H 0.0611; H 0.3137; H 0.3072; O -0.6041; H 0.2999; H 0.2632; O -0.5799; H 0.3232; H 0.3361; O -0.7070

=====

4 | Molecular formula: C3H14NO3
Method: DFT, ωB97M-V/def2-TZVPD

The geometry in XYZ format:
```
21
C3H14NO3 (ωB97M-V/def2-TZVPD)
C 0.854 1.980 -0.819
C 0.185 1.974 0.564
C -1.939 0.736 0.845
N -0.616 0.725 0.793
H 1.868 1.549 -0.855
H 0.256 1.517 -1.543
H 0.859 2.926 -1.345
H 0.871 2.065 1.420
H -0.527 2.835 0.467
H -2.555 -0.135 1.212
H -2.597 1.597 0.715
H 0.065 -0.065 0.812
H 0.859 -2.185 -0.210
H 0.473 -1.053 -1.362
O 0.710 -1.190 -0.318
H 0.392 -1.565 3.104
H -0.059 -2.447 1.897
O -0.337 -1.778 2.471
H 0.072 -1.878 -3.647
H 1.497 -1.545 -3.099
O 0.657 -1.385 -2.985
```

LUMO = -4.3 eV
HOMO energy = -0.551 Ha
charge = +1

From a Mulliken analysis of the wavefunction, the atomic charges in e read: C -1.1621; C -0.3255; C -0.1459; N 0.0195; H 0.2947; H 0.3708; H 0.3944; H 0.3215; H 0.3039; H 0.2709; H 0.2488; H 0.4484; H 0.2741; H 0.4093; O -0.6974; H 0.3317; H 0.2798; O -0.6246; H 0.3316; H 0.2807; O -0.6247

=====

Q: Which of them is the least stable? A: 3.